ORCA calculation (wB97M-V/def2-TZVPD) on 9 unconnected molecules or ions with the total composition C68H132F2N9O14S2.

Values from the calculation:
Lowest unoccupied orbital energy in eV: -11.94
Multiplicity: 1
E in eV: -141774.174
Maximum force in eV Å⁻¹: 9.79
Net charge: +5

Last column: Mulliken charge in e.
Element x y z (Å)
S -3.45692 -2.89872 -0.93785  1.24
S -3.95907 -5.19370 -1.21153  0.81
F -5.13858 -6.02052 -1.86548  -0.27
F -4.13883 -1.47116 -0.44932  -0.24
O -0.48297 -1.28240 5.57272  -0.32
O -2.14204 -5.77620 -4.86965  -0.19
O 0.02643 2.27954 1.66888  0.13
O -2.56501 -3.06760 0.23190  -0.60
O -2.98846 -5.32724 -2.32434  -0.25
O -3.67908 -5.93786 0.01656  -0.64
O -4.98312 0.80612 -5.38448  -0.45
O 2.16649 -1.78262 1.32022  -0.65
O 3.75470 -1.16744 -4.96854  -0.41
O 0.52013 -2.46875 -1.01144  -0.80
O 5.08766 1.70177 2.25414  -0.46
O -1.37959 1.76222 -0.73415  -0.92
O -2.98768 -2.52031 -2.24209  -0.42
O 2.49478 -5.01456 0.34238  -0.24
N -2.84971 0.02190 3.94395  0.38
N -5.20385 1.90568 -2.46177  0.86
N -0.97995 -6.40470 -4.28462  1.30
N -4.72166 -3.70565 -1.02962  -0.50
N 2.01884 1.24016 -3.90665  0.93
N 2.90973 3.71928 3.73286  1.05
N -0.94143 6.37626 0.12477  0.19
N 3.79902 -4.53720 0.65848  1.09
N -2.81960 7.64165 6.77041  0.08
C 3.07127 3.29209 2.23058  0.61
C -3.41460 7.84595 8.14505  -0.87
C -1.47417 8.23380 4.87964  -0.79
C -4.54064 4.49812 -2.57536  -1.55
C -5.31137 1.89892 -0.91334  -0.13
C -1.47273 0.62270 4.43129  0.37
C -1.99265 8.57234 6.17887  -0.34
C -0.89269 0.08733 5.73570  -0.81
C 2.48843 -1.25731 -4.25594  0.25
C 1.57585 -7.71239 -3.44585  -1.09
C -1.47890 6.86744 2.79620  0.93
C -4.04205 0.43348 -4.38106  -0.64
C 4.53616 -6.56171 1.96206  -1.67
C 0.42443 -1.35331 -0.34740  0.27
C 0.82884 -1.51267 5.04331  -0.77
C -2.57539 -1.52650 3.76819  -0.92
C 6.65299 -3.95348 1.09054  -0.94
C -1.08604 -7.92743 -4.05510  1.18
C -2.40789 -8.19061 -3.26117  -1.72
C 3.07093 2.49548 4.62348  0.33
C 4.69048 -4.30700 -0.61742  2.35
C -1.23241 5.56219 2.32393  -0.30
C 0.99301 -5.56229 -5.83634  -1.66
C -3.22231 6.48476 6.15031  -0.37
C -3.66113 2.25616 2.69350  -0.57
C 1.73604 2.14352 -2.67448  -1.24
C 5.82879 -3.38696 -0.12391  -1.13
C 4.52144 2.91471 1.73767  -1.21
C 4.10785 -2.34887 -5.67118  -0.76
C 0.29806 -5.63259 -4.37843  1.48
C -0.99601 -8.59352 -5.45134  -1.48
C -6.30841 0.78702 -0.27077  -1.22
C 5.20068 -5.65957 -1.27975  -1.82
C 4.08230 6.09308 3.37254  -1.16
C 2.93037 2.65295 6.14650  -1.55
C 3.42925 -4.61704 3.12894  -1.92
C 3.92597 -3.57437 -1.67859  -2.07
C -0.85233 5.37986 0.98143  0.18
C -1.83470 7.09034 4.22765  0.90
C -4.43268 1.47472 -6.53632  -0.60
C 1.48089 4.40234 3.87791  -0.74
C 0.14678 -8.31981 -3.12395  -1.36
C 0.88066 1.34070 -4.95903  -0.94
C -0.49498 -0.45097 -0.90994  0.13
C -1.43756 7.98462 1.83709  -1.05
C 2.29426 -0.17992 -3.30567  -0.18
C -0.71781 0.83308 -0.23723  -0.51
C 4.03809 4.73625 4.15605  -0.64
C 1.40801 -6.19751 -3.42829  -1.36
C 0.97876 0.12901 1.59241  0.25
C 5.71911 -4.24312 2.27412  -1.13
C -0.65977 6.10218 -1.30578  -0.94
C -1.24968 7.66270 0.51614  -0.55
C -3.27053 0.73327 2.57015  0.08
C -5.29768 -0.14929 4.69173  -1.35
C -4.20193 3.02490 -2.90476  0.49
C 4.35744 -5.00826 2.02079  1.41
C -0.43845 0.68149 -4.53744  0.48
C -6.61265 2.14863 -3.08729  -1.05
C -2.62609 6.17566 4.90191  -0.69
C -0.09754 -4.22885 -3.87120  -1.57
C -3.90437 0.23249 5.05487  -0.46
C 3.40097 1.66386 -4.55204  -0.52
C 4.38562 0.48032 1.93133  0.28
C 3.52233 3.20334 -4.77986  -1.24
C -4.70832 0.48902 -2.97476  0.01
C 0.11720 1.20320 1.08207  -0.09
C 1.14067 -1.05353 0.94976  -0.04
H 2.34001 -5.67652 -3.64746  0.68
H -1.24359 8.43386 -0.23996  0.53
H 5.24467 -6.79973 1.16868  0.41
H 2.77783 3.64887 -5.43966  0.31
H 1.67492 -1.40517 -4.96618  0.53
H -0.04632 0.68835 6.06818  0.23
H -5.97476 -0.23970 -0.42118  0.15
H -0.01923 -8.49435 -5.92481  0.33
H 3.06721 -4.17595 -1.97646  0.07
H -1.69647 -8.15470 -6.16190  0.38
H -2.57857 8.27596 8.69663  0.36
H -0.50207 4.41604 0.64268  0.12
H 3.11252 6.58094 3.27439  0.21
H -4.48956 4.77845 -1.52327  0.32
H 4.42651 -3.25091 -2.59123  0.69
H -4.28027 1.80856 -0.57162  0.06
H 1.16792 -6.55954 -6.24005  0.39
H -3.23085 -7.93593 -3.92899  0.51
H 1.40139 4.64016 4.93868  0.42
H 0.92041 -1.15565 4.01751  0.22
H 2.81340 1.64550 6.54580  0.50
H -0.02057 -8.11815 -2.06592  0.45
H 5.09139 -0.32209 1.71657  0.27
H -0.87750 -3.80905 -4.50645  0.84
H -1.57242 6.44478 -1.79341  0.42
H 4.37726 5.89779 2.34154  0.26
H 4.61475 -3.11323 -5.08218  0.25
H -7.29862 1.31649 -2.92893  0.43
H 1.41762 -0.28867 -2.66709  -0.57
H 1.62618 -0.94699 5.52536  0.38
H -3.62242 -0.51147 -4.72613  0.73
H 2.36058 -8.14164 -2.82292  0.43
H -6.48977 2.28522 -4.16170  0.33
H -3.93068 0.25460 -2.24784  -0.15
H -3.70390 6.90258 8.60818  0.33
H 0.23752 -5.12621 -6.48992  0.51
H 1.97340 3.10628 6.40495  0.27
H -3.77262 1.29624 5.25275  0.40
H 1.04073 -2.58111 5.08369  0.25
H -4.14035 0.15142 2.26525  0.50
H -1.80718 8.97326 2.06591  0.58
H -0.44963 -4.20899 -2.83983  0.44
H -4.58086 2.41812 3.25561  0.41
H 5.17594 3.78349 1.80794  0.43
H -0.35131 5.06413 -1.42984  0.21
H -1.61872 -1.65623 3.26217  0.18
H 1.89510 -4.96566 -5.97180  0.20
H -5.85776 -0.37062 5.60027  0.43
H 3.58609 -7.09257 1.90174  0.38
H 0.78182 1.76874 -2.30422  -0.06
H -5.94249 0.58447 4.20807  0.37
H 2.62022 2.08462 -2.03976  0.73
H -5.46957 -0.26771 -2.78512  0.43
H -2.60579 -2.03325 4.73274  0.37
H 3.50036 3.67932 -3.79953  0.26
H -4.16557 2.90704 -3.98776  0.12
H -7.29216 0.94566 -0.71253  0.43
H 1.54803 0.37874 2.47557  0.07
H 5.41203 -5.48697 -2.33504  0.43
H -1.53566 0.21309 6.60683  0.39
H -2.57079 -9.26418 -3.16620  0.47
H 3.08411 -3.59206 2.99328  0.33
H -2.89416 5.23255 4.44904  0.61
H -0.33952 -0.40291 -4.48845  -0.12
H 4.94881 4.14368 4.06920  0.58
H 1.99009 -8.01129 -4.40874  0.42
H 2.59674 -5.31643 3.20562  0.47
H 3.72482 0.63344 1.07811  -0.21
H -0.97183 -0.71210 -1.84313  0.95
H -0.87856 1.00037 -3.59260  -0.51
H 4.25753 1.24930 -4.02050  0.47
H 3.03500 -0.10460 -2.50959  0.65
H 7.38809 -3.19494 1.35951  0.53
H 5.35150 -2.47081 0.22389  0.05
H -3.20161 1.12619 -4.33763  -0.09
H 0.65421 3.73882 3.62405  -0.21
H -5.41309 -1.10578 4.18194  0.30
H 1.29224 -5.86225 -2.39761  0.51
H 0.65808 2.39688 -5.11084  0.50
H 3.80475 0.23546 2.82057  -0.06
H 6.30171 -4.73461 3.05331  0.45
H -6.26556 0.81741 0.81796  0.38
H 3.55999 -2.63483 -1.26454  -0.01
H 3.33740 -2.77542 -6.31350  0.30
H 2.56044 -2.18361 -3.68597  -0.78
H 2.43209 1.70902 4.22166  -0.35
H 6.50259 -3.05334 -0.91308  0.54
H 0.79576 -3.61122 -3.96409  -0.32
H 4.51601 3.35793 -5.20033  0.44
H 1.35848 5.26225 3.21937  0.28
H -2.86231 2.76922 3.22898  -0.39
H -1.26117 -9.64763 -5.36974  0.43
H -0.85883 0.45637 3.54610  -0.23
H -2.42086 0.59348 1.90185  -0.21
H -3.50773 1.03888 -6.91397  0.26
H 3.51881 1.14230 -5.50188  0.47
H -2.52990 -7.66202 -2.31576  0.26
H -1.08407 0.90844 -5.38583  0.45
H 3.80572 3.11967 6.59822  0.41
H 3.93708 -4.77497 4.08040  0.42
H -3.45747 -1.88582 3.23817  0.53
H -5.76220 2.84287 -0.60706  0.37
H -5.45257 4.88889 -3.02677  0.36
H -5.15581 1.41691 -7.34987  0.27
H 0.26906 -9.40293 -3.12115  0.56
H 0.15122 6.77246 -1.59059  0.39
H 5.46044 -3.32408 2.79999  0.45
H 4.82632 -2.01734 -6.42084  0.36
H -3.21634 2.84198 -2.47670  -0.16
H 2.75364 4.06070 1.52599  0.38
H 4.08280 2.18325 4.36523  0.45
H -3.51918 -0.22014 5.96857  0.57
H -1.61107 1.70246 4.48697  -0.15
H 4.48552 2.73923 0.66248  0.45
H 1.56392 3.17968 -2.96579  0.47
H 5.04234 -6.94199 2.84934  0.42
H -6.96302 3.14831 -2.83038  0.37
H 2.41653 2.47521 1.92703  -0.76
H -0.83570 8.94532 4.37712  0.60
H 4.51322 -6.50499 -1.25239  0.47
H -3.78357 5.10599 -3.07078  0.46
H 3.77878 4.96424 5.18991  0.48
H 4.86789 6.75367 3.73936  0.44
H -3.82639 5.76244 6.67922  0.40
H -1.25683 4.71874 2.99801  0.29
H 1.25249 0.92644 -5.89617  0.34
H 6.09319 -6.13750 -0.87589  0.41
H -4.25643 2.48741 -6.17368  0.23
H -1.73515 9.43141 6.78060  0.47
H -4.26277 8.52565 8.22707  0.34
H 7.27481 -4.75205 0.68590  0.40
H -3.80605 2.72984 1.72256  0.36

Cartesian forces (eV/Å) of the 6 atoms listed first:
3.6 5.7 2.3
-0.5 -4.4 -0.7
-0.4 0.8 0.5
-0.3 -0.1 -0.2
0.1 0.7 0.8
7.8 -4.2 4.1